83
Properties=species:S:1:pos:R:3 method="wB97M-V/def2-TZVPD" gap_ha="0.1185 / 0.2702" max_force_ev_per_a=2.2 homo_ev="-1.36 / -5.61" energy_ev=-108888.370 spin_multiplicity=5 relative_energy_kj_mol=224.86 charge=-1 s2=6.0643
C -1.094 -0.943 1.433
O 0.560 1.409 0.306
C -3.086 4.307 -5.788
N -2.752 4.172 -4.381
H -1.039 1.149 -2.593
H -3.982 4.196 -1.946
C -2.946 -1.274 -2.271
H -2.637 3.468 -6.331
C 1.072 -3.972 -3.781
H -1.766 5.012 -2.756
C 2.384 0.696 -1.008
C -5.345 -5.004 5.943
S -3.718 -4.923 6.774
C 0.515 -2.438 -1.943
H -3.392 6.791 -4.651
C 0.931 -2.879 0.266
N -1.793 1.273 -0.676
C 3.071 0.065 0.203
H 2.078 -4.608 0.737
H -5.407 -7.119 6.179
C -2.334 -1.435 -0.872
O 1.338 2.795 1.869
H -3.927 6.272 -3.052
H 0.932 -0.061 2.656
C -2.498 2.702 -2.468
H 2.238 -5.347 -1.638
C -1.872 -4.269 4.873
H 0.120 -1.781 -2.711
O 2.181 -0.501 1.130
F -1.989 -0.951 -3.166
H -2.660 5.240 -6.166
H -2.534 7.353 -3.211
C -4.600 4.270 -5.989
H -3.953 3.585 0.454
C -3.491 -2.550 5.361
C -1.912 -2.247 3.562
O 2.977 1.845 -1.354
C -1.450 -1.518 2.443
C -1.348 -3.490 3.864
C 1.104 -3.625 -2.355
H 2.533 2.230 -2.128
H -1.230 5.584 -4.348
C 1.144 1.687 1.394
H 0.808 -2.554 1.286
C 1.694 -4.455 -1.368
H -5.081 5.112 -5.496
H 0.880 -5.568 -4.993
F -3.858 -0.294 -2.319
C -2.577 1.974 0.174
H -4.992 3.344 -5.572
F -3.368 -1.091 -0.017
H 3.697 0.842 0.664
C -2.975 -1.779 4.339
C 1.613 -4.036 -0.054
Cr -0.655 -0.347 -0.369
N 0.387 -2.065 -0.674
H -6.661 -6.450 5.089
F -3.533 -2.383 -2.746
O -2.579 1.932 -4.690
O 1.528 0.186 -1.696
C -2.958 -3.806 5.602
H -3.402 -0.814 4.111
H -0.522 -3.846 3.268
C -3.054 6.508 -3.656
O 1.015 -3.156 -4.687
O -6.036 -4.025 5.829
H 3.706 -0.756 -0.160
F -2.194 -2.801 -0.686
H -4.324 -2.202 5.950
C -2.570 2.887 -3.928
C -3.344 3.408 -1.582
H -1.458 -5.241 5.100
H 0.813 -5.964 -3.328
H -2.576 1.640 1.201
C -2.114 5.306 -3.750
H -4.970 -6.560 4.568
C -5.627 -6.375 5.418
H -4.838 4.302 -7.051
H 2.546 0.736 2.770
C -1.738 1.673 -1.943
C 1.730 0.434 2.099
N 1.127 -5.328 -4.045
C -3.340 3.044 -0.250

=====

53
Properties=species:S:1:pos:R:3 method="wB97M-V/def2-TZVPD" gap_ha="0.1430 / 0.1985" max_force_ev_per_a=0.8 homo_ev="-0.13 / -1.64" energy_ev=-115879.730 spin_multiplicity=6 relative_energy_kj_mol=0.00 charge=-2 s2=9.2431
H -1.715 -0.459 3.004
C 1.749 -1.851 -1.999
H -5.619 -1.556 -0.891
C 3.711 2.786 0.600
C 1.857 1.739 1.494
C -2.883 1.159 -3.671
O 0.670 -0.830 1.905
C 5.297 4.123 1.766
C 2.959 2.564 1.785
H -3.302 -0.708 -0.517
N 0.909 -2.688 -2.719
O 0.975 1.403 2.445
C -4.832 -2.237 -0.593
C -1.011 0.349 3.200
H -1.546 1.298 3.154
H -0.013 -2.698 -2.295
C -5.123 -3.598 -0.424
S -0.982 -0.243 -2.370
H 3.288 -0.589 -2.159
N -1.243 -2.328 0.224
H 6.195 4.728 1.779
C -4.150 -4.503 -0.049
N 2.845 -1.374 -2.649
C -3.717 2.627 -1.498
C 4.559 3.919 2.956
C -3.559 -1.751 -0.393
H 2.868 3.012 3.906
O 2.496 2.753 -1.761
S -2.002 1.540 0.281
C -2.857 -4.021 0.160
O 1.562 -1.621 -0.809
H -6.133 -3.949 -0.594
N -4.576 3.389 -1.603
H -0.598 0.222 4.206
S -1.417 -4.866 0.632
N 1.703 1.348 0.215
C 0.099 0.294 2.184
C -0.551 -3.358 0.564
S 2.933 1.893 -0.685
C -2.236 0.956 -2.407
N -3.403 1.286 -4.692
Mn -0.120 -0.169 0.155
H 0.500 -3.284 0.794
C 3.418 3.159 2.986
H 5.406 3.677 -0.345
C -2.650 1.682 -1.322
H -4.383 -5.552 0.081
H 0.827 -2.440 -3.695
H 4.909 4.377 3.875
C -2.569 -2.662 -0.011
H 2.789 -1.295 -3.650
C 4.859 3.541 0.579
O 3.805 0.808 -1.130

=====

133
Properties=species:S:1:pos:R:3 method="wB97M-V/def2-TZVPD" gap_ha=0.3118 max_force_ev_per_a=1.0 smiles=CCCCCCCCCCCB(CCCCn1cccc1)CSCC.c1ccncc1.c1ccncc1.c1ccncc1.c1ccncc1.c1ccncc1.c1ccncc1 homo_ev=-7.89 energy_ev=-77033.398
C -3.588 3.356 -8.638
C 2.294 -0.651 4.049
C 4.214 -6.144 2.867
C 2.655 -2.695 7.724
S 5.521 1.252 5.231
H -7.038 11.667 -6.453
C 1.519 1.314 -8.210
H 1.856 -1.407 3.398
N 2.194 -6.027 -0.376
H 2.718 1.813 -6.491
H -6.240 7.526 -3.624
H -6.452 7.976 -1.187
C 1.395 -5.082 -0.865
H -0.638 1.091 4.515
H -3.186 2.813 -6.597
H 6.590 -1.361 3.917
H 2.716 -2.908 8.790
C 0.647 1.526 -6.005
H 1.581 -4.075 -0.507
C -4.091 10.561 -7.672
H -5.256 5.895 -9.760
H -4.430 4.792 -5.705
C -2.227 0.073 -3.500
C 1.733 1.574 -6.866
C 0.031 0.421 3.981
C 1.989 -7.275 -0.791
H -3.054 2.514 -9.065
C -1.235 -1.763 4.054
H 7.932 -0.655 3.057
H -4.635 12.333 -6.585
C 0.178 -6.634 -2.197
H 2.473 -5.243 2.098
H 5.969 -6.829 3.934
H 2.007 -0.606 7.571
H -4.146 4.422 -0.503
C -1.842 -2.607 3.136
C -5.907 7.111 -1.538
H -1.800 0.766 -7.979
C -5.312 6.228 -0.651
H 0.584 -4.616 3.464
H 3.464 -3.261 7.264
H 0.801 -0.783 5.607
H 2.360 -6.328 4.953
H 4.514 -6.761 4.891
H -3.855 1.448 -3.776
C 1.913 -6.201 3.966
H -2.333 -3.539 3.344
C -6.698 9.838 -7.525
H -5.383 6.388 0.417
C -4.808 5.234 -9.026
N -0.593 1.240 -6.397
H 5.913 -0.630 6.669
C 6.968 -0.426 3.506
H -0.247 -4.523 -2.132
C -4.581 9.384 -8.218
C 5.078 0.066 6.542
C 1.166 -0.065 4.879
H 4.788 -4.547 5.444
H -0.683 -0.137 1.296
H 4.786 -5.647 2.084
N -0.703 -0.687 3.393
H -3.920 8.696 -8.734
N -5.859 9.017 -8.153
C -3.000 -0.103 -0.904
H 5.007 0.626 7.471
H -3.041 10.806 -7.754
H 1.766 -7.172 3.502
C -4.349 4.621 -6.772
H 3.490 -0.846 8.432
C -0.778 0.991 -7.692
H 6.284 -0.136 2.713
N -1.947 -0.820 -1.291
C 3.472 -1.311 4.810
C 1.281 -3.185 7.245
H -0.607 -6.871 -2.904
C 0.375 -5.331 -1.772
H 5.509 -4.100 3.900
H 7.715 0.260 5.382
C 2.883 -5.427 3.090
H 0.554 -5.688 6.290
H 1.507 0.804 5.446
H -0.720 -1.321 -2.855
H 2.652 -8.024 -0.373
C 0.353 -4.904 5.563
H -0.255 -6.110 3.864
H -4.570 1.282 -1.386
C 0.570 -5.463 4.150
H 6.468 -4.912 5.141
H 2.713 0.130 3.418
C -1.580 -0.725 -2.568
H 0.999 -2.921 5.095
C 7.089 0.641 4.580
H 7.585 1.511 4.160
C -4.937 5.496 -7.670
C -4.565 4.979 -2.533
C 1.255 -3.706 5.801
H 4.011 -7.158 2.515
C -4.977 11.405 -7.024
C 5.489 -4.864 4.674
N -5.132 5.817 -3.400
C 2.934 -1.179 7.554
C -4.626 5.137 -1.158
C -0.975 -0.836 2.058
B 3.783 -0.808 6.269
H 0.582 -2.355 7.347
C -1.668 -2.016 1.852
H -4.033 4.139 -2.969
H 2.268 -4.009 5.539
H 0.021 0.813 -9.676
C 5.076 -6.237 4.121
C -3.719 0.724 -1.755
H -1.189 -1.902 5.118
H 3.119 -4.443 3.501
H -1.882 0.122 -4.524
H 0.489 0.944 3.147
C -3.321 0.813 -3.079
H 0.771 1.726 -4.945
C -3.662 3.523 -7.263
C -6.311 11.038 -6.948
C 0.235 1.017 -8.636
H -3.276 -0.201 0.141
H 0.918 -3.963 7.913
C -5.788 6.861 -2.897
H -7.733 9.514 -7.486
H -2.021 -2.418 0.923
C 1.002 -7.630 -1.697
H 3.373 -2.397 4.848
N -4.146 4.186 -9.517
H -5.483 6.367 -7.332
H 0.882 -8.661 -2.001
H 4.357 -1.115 4.210
H 2.340 1.345 -8.915
H -0.692 -4.595 5.599